Entry 1:
Density functional theory data (ωB97M-V/def2-TZVPD) for a 6-piece molecular cluster, C15H36Cl9N3O3 overall.

XYZ file:
```
66
Properties=species:S:1:pos:R:3:forces:R:3:mulliken_charge:R:1
C 6.612651 1.213589 -0.265219 0.174 -0.312 -0.220 0.014
Cl 6.389541 0.020544 1.003403 -0.025 -0.068 0.087 -0.115
Cl 5.102438 2.049919 -0.608473 0.004 0.206 0.036 -0.091
Cl 7.251081 0.461103 -1.736994 -0.056 0.047 0.096 -0.128
H 7.352661 1.924836 0.071999 -0.091 0.155 0.024 0.321
C -2.526168 0.921981 0.890732 0.125 0.127 0.077 0.194
Cl -2.756374 0.225648 -0.705326 -0.129 -0.085 -0.188 -0.096
Cl -2.103739 -0.316953 2.069359 0.122 -0.086 0.041 -0.111
Cl -3.937796 1.814379 1.428016 -0.157 0.092 -0.041 -0.138
H -1.699574 1.615125 0.812722 0.049 0.006 0.067 0.108
C 1.702575 1.108875 -1.390709 0.269 0.046 0.324 0.099
Cl 0.533400 1.831263 -2.479368 -0.158 0.003 -0.011 -0.068
Cl 2.424174 -0.339745 -2.071014 0.002 -0.014 -0.055 -0.124
Cl 1.034886 0.795167 0.221696 -0.180 -0.078 -0.175 0.004
H 2.492620 1.825181 -1.223167 0.058 0.058 -0.178 0.067
C -1.452622 3.352632 -5.362913 0.294 -0.014 -0.350 -1.285
C -2.578229 2.340857 -5.183080 0.139 0.403 0.549 0.329
C -2.119175 0.951260 -5.612911 -0.719 -0.019 -0.036 -0.395
O -1.790012 0.955295 -6.979573 0.159 0.101 -0.188 -0.332
C -0.884468 -0.055866 -7.348219 0.270 -0.187 -0.038 -0.734
N -3.012044 2.345131 -3.772967 0.178 -0.299 -0.225 -0.623
H -0.518821 2.932949 -4.972369 0.004 0.089 0.010 0.174
H -1.621347 4.313814 -4.879474 -0.295 -0.152 0.199 0.374
H -1.290629 3.568208 -6.420198 0.049 -0.182 0.000 0.353
H -3.437189 2.657615 -5.777258 -0.003 -0.139 -0.105 0.320
H -2.949077 0.242916 -5.453137 0.096 -0.020 0.089 0.294
H -1.287143 0.616914 -4.978900 0.156 0.159 -0.066 0.303
H -1.050191 -0.330829 -8.389298 -0.131 0.068 0.005 0.255
H -1.006522 -0.950258 -6.728236 -0.032 -0.018 -0.062 0.329
H 0.155105 0.285726 -7.261557 -0.065 0.013 0.128 0.266
H -2.250262 1.977586 -3.206277 -0.072 0.114 0.105 0.124
H -3.776198 1.686976 -3.649188 -0.037 0.072 0.021 0.285
C -0.715972 -6.594021 -0.003497 0.140 0.541 -0.124 -1.386
C -0.912822 -5.610161 1.146619 -0.255 -0.379 0.434 0.690
C -1.202485 -4.216859 0.646754 0.258 0.151 -0.532 -0.663
O -0.064581 -3.743916 -0.056321 -0.079 -0.093 0.262 -0.392
C -0.358207 -2.614922 -0.835845 0.019 0.004 -0.438 -0.106
N -2.074403 -6.007670 1.961858 0.019 0.201 -0.141 -0.727
H -1.682806 -6.918504 -0.387906 -0.030 -0.200 0.177 0.383
H -0.091444 -7.429601 0.304526 -0.178 -0.217 -0.066 0.340
H -0.214205 -6.084272 -0.829058 0.164 -0.074 0.113 0.290
H 0.000999 -5.560911 1.754096 0.076 0.007 -0.151 0.267
H -1.428393 -3.537689 1.479209 -0.115 -0.006 -0.010 0.208
H -2.064694 -4.258200 -0.034457 -0.054 0.076 0.129 0.307
H -0.726305 -1.773515 -0.240840 -0.010 -0.066 0.043 -0.017
H -1.102288 -2.866659 -1.607528 -0.055 0.116 0.128 0.343
H 0.553753 -2.313124 -1.350994 -0.014 -0.029 0.145 0.031
H -2.216013 -5.329710 2.700867 -0.030 -0.077 0.104 0.204
H -1.955580 -6.912434 2.397599 0.127 -0.033 -0.058 0.247
C 0.633747 3.184100 7.459711 0.690 -0.434 0.148 -1.423
C 0.992320 3.113569 5.982241 -0.296 0.538 0.215 0.639
C 1.663168 1.798811 5.669605 0.106 -0.177 0.228 -0.835
O 2.389848 1.879762 4.457676 0.058 0.050 -0.078 -0.387
C 1.998481 0.932731 3.492074 -0.027 0.140 -0.017 -0.499
N -0.239471 3.260951 5.187710 0.244 0.228 -0.188 -0.691
H 1.527293 2.953278 8.052247 -0.105 -0.085 -0.052 0.364
H -0.112915 2.416561 7.663641 -0.197 0.227 0.223 0.344
H 0.336640 4.171823 7.806635 -0.430 0.000 -0.256 0.387
H 1.719606 3.909453 5.768511 0.041 -0.085 -0.075 0.216
H 0.913603 0.998593 5.634641 -0.026 0.091 -0.072 0.407
H 2.357616 1.553520 6.481348 0.078 0.019 -0.096 0.327
H 2.703360 0.981267 2.664754 0.080 0.019 0.046 0.281
H 1.002562 1.184121 3.103849 -0.039 -0.283 0.049 0.103
H 2.011622 -0.077143 3.914047 -0.130 -0.042 -0.136 0.334
H -0.006378 3.293278 4.198532 0.064 -0.133 0.033 0.192
H -0.639183 4.175655 5.375583 -0.095 -0.080 0.092 0.246
```
Positions in Å, forces in eV/Å.

structure (SMILES)	COC[C@H](C)N.COC[C@H](C)N.COC[C@H](C)N.ClC(Cl)Cl.ClC(Cl)Cl.ClC(Cl)Cl
E_LUMO	0.01181	Eh
largest force on an atom	0.016	Eh/bohr

Entry 2:
Density functional theory data (ωB97M-V/def2-TZVPD) for C15H36ClF2N4O18PS2 as an isolated structure.

XYZ file:
```
79
Properties=species:S:1:pos:R:3:forces:R:3:mulliken_charge:R:1
N -1.102714 1.865337 -1.506364 -0.387 4.727 -1.810 0.426
S 0.383586 2.216527 -1.815834 6.597 -1.232 -2.985 1.690
O 0.998366 3.521197 -1.483654 2.093 -0.908 -8.623 -0.800
O 0.865386 1.502567 -2.959374 -3.518 6.591 -3.752 -0.829
F 1.097766 1.362497 -0.651624 -1.739 9.847 3.743 -0.317
S -1.598034 3.433447 -1.816544 -3.212 0.722 -3.022 1.218
O -1.243664 4.010627 -3.116324 0.635 6.819 8.580 -0.729
O -1.626764 4.217027 -0.613304 -7.952 2.784 -6.923 -0.612
F -3.042434 3.030887 -2.202804 -1.971 -0.161 1.082 -0.309
Cl 0.787786 -0.709863 -1.452494 -2.723 2.219 -2.873 1.109
O 1.654946 0.295247 -1.949294 7.510 -11.310 -0.528 -0.887
O 0.161346 -0.358343 -0.192084 6.757 0.283 -4.358 0.768
O -0.225994 -0.812213 -2.450084 0.409 -0.400 2.372 -0.746
O 1.418126 -1.961663 -1.410734 -6.028 -3.874 -9.442 -1.051
O -1.326044 0.562387 0.367596 -3.443 3.603 7.301 -1.021
P -0.580704 1.013367 1.649746 -0.829 0.771 -2.429 -0.330
N 0.814446 -0.022033 2.079166 -1.298 1.906 1.369 0.407
C 2.067306 0.257617 1.380946 -1.540 3.671 2.463 -2.386
C 0.508766 -1.439083 2.254076 -2.784 4.188 2.160 -1.232
N -1.701364 1.162257 2.991726 0.880 -0.437 -0.441 0.998
C -1.310714 1.456297 4.355236 0.410 -0.746 -0.375 -1.350
C -3.161324 1.034607 2.823816 1.510 0.310 -0.264 -1.096
N 0.059466 2.583397 1.464356 0.336 -2.121 1.220 1.756
C -0.028804 3.399277 0.236896 2.066 -0.184 8.516 -1.428
C 0.700376 3.306517 2.539076 -0.552 -0.518 0.081 -1.375
H 1.804636 0.213137 0.324006 0.321 3.583 2.141 1.474
H 2.860506 -0.469423 1.555126 -0.309 1.175 1.544 0.977
H 2.349836 1.277357 1.642496 0.401 0.140 0.020 0.518
H -0.042684 -1.821113 1.394976 0.213 0.691 1.581 0.875
H -0.141244 -1.398013 3.128096 -0.459 -0.744 0.365 0.310
H 1.421266 -2.008243 2.431526 -2.770 3.313 2.246 -0.087
H -1.555394 2.468387 4.677606 -0.194 0.223 0.031 0.265
H -1.772524 0.728937 5.022896 -0.428 -0.010 0.339 0.402
H -0.245884 1.296297 4.524456 0.107 0.107 -0.326 0.350
H -3.386374 0.974997 1.758976 0.022 -0.553 0.086 0.226
H -3.465074 0.184507 3.434686 -0.544 -0.241 -0.248 0.254
H -3.666084 1.931737 3.182276 -0.020 0.230 0.283 0.320
H -0.849984 4.107647 0.346336 3.570 -0.522 3.855 0.609
H 0.908466 3.879447 -0.044284 -0.269 -0.054 3.051 0.494
H -0.353834 2.820467 -0.627644 -0.205 1.410 7.628 -1.715
H 0.041136 4.108427 2.871416 0.041 0.678 -0.073 0.295
H 1.658586 3.697367 2.196796 0.117 0.286 -0.014 0.368
H 0.876526 2.740657 3.453886 0.134 -0.474 -0.205 0.260
C -0.454134 -0.843003 -4.654974 0.147 0.473 -2.025 -0.587
O -0.967174 0.497847 -4.877374 -1.145 -0.723 2.031 -0.414
C -1.655864 1.090187 -3.765544 0.767 -2.597 -0.475 0.830
O -2.121214 0.517307 -2.766704 -0.755 1.624 -6.411 -0.386
O -1.556984 2.408737 -3.960254 -2.326 -5.873 -3.566 -0.246
C -0.665394 3.046507 -4.873214 0.881 -0.461 -1.670 -0.725
H 0.395126 -0.807033 -3.972644 -0.041 -0.024 -1.531 0.233
H -0.180894 -1.162663 -5.660584 -0.072 -0.203 -0.250 0.245
H -1.179104 -1.524023 -4.209204 -0.189 0.211 -0.201 0.173
H -0.932964 2.865107 -5.914174 0.050 -0.410 0.019 0.244
H 0.355946 2.763027 -4.619074 -0.121 -0.348 -0.481 0.244
H -0.703784 4.107357 -4.625784 -0.071 -0.559 -1.485 0.356
C 0.403776 -3.120563 0.222606 -2.248 -1.692 -1.731 -0.537
O -0.468134 -2.094213 -0.269204 -5.040 -9.470 0.077 0.361
C -1.606174 -2.324893 -0.913164 -0.522 -0.805 0.541 0.247
O -2.195704 -1.423953 -1.407584 -1.914 -1.996 0.585 -0.377
O -1.934174 -3.710733 -0.853284 0.302 -0.802 -0.569 -0.378
C -3.168674 -4.317653 -1.370584 0.669 2.291 1.067 -0.788
H 0.069126 -3.585943 1.149716 -1.090 0.433 -0.184 0.402
H 1.336096 -2.623313 0.490256 -2.815 -0.396 -2.866 0.148
H 0.583496 -4.030293 -0.350274 -0.128 0.351 -1.226 0.490
H -3.165334 -5.402983 -1.471314 0.972 0.073 -0.011 0.202
H -3.421244 -3.832903 -2.313624 -0.334 -0.039 0.122 0.263
H -3.846294 -4.092093 -0.547144 -0.811 0.016 -0.539 0.307
C 3.369186 -3.823303 3.825126 0.309 -1.394 -0.752 -0.800
O 3.839716 -2.983213 2.753606 -0.121 -0.563 1.599 -0.424
C 2.954866 -2.739903 1.757426 1.901 -0.247 -1.076 0.785
O 1.773186 -3.009263 1.742546 8.581 -6.888 4.041 -0.520
O 3.565166 -2.056433 0.850046 2.533 0.242 1.701 -0.552
C 2.815436 -1.355863 -0.184104 5.754 -2.932 1.648 -0.058
H 4.165246 -4.100453 4.516196 0.381 1.160 0.077 0.338
H 3.220916 -4.822033 3.414456 -0.773 -0.072 -0.331 0.299
H 2.472526 -3.518603 4.364806 0.119 0.436 -0.326 0.268
H 2.065126 -0.740443 0.312286 1.470 -4.029 -2.164 -1.065
H 2.320126 -2.109213 -0.796654 4.551 -0.768 2.399 0.897
H 3.507206 -0.801523 -0.818344 0.176 0.198 0.596 0.456
```
Positions in Å, forces in eV/Å.

E_LUMO	0.15587	Eh
charge	-2
largest force on an atom	0.264	Eh/bohr

Entry 3:
Density functional theory data (ωB97M-V/def2-TZVPD) for C15H36F2NO7Y as an isolated structure.

XYZ file:
```
62
Properties=species:S:1:pos:R:3:forces:R:3:mulliken_charge:R:1
Y 37.085637 -7.985709 -5.459040 3.613 -3.550 -3.435 1.691
C 41.411175 -7.474950 -5.171732 0.252 -0.989 0.407 -1.939
C 41.150808 -6.857836 -6.524421 0.258 0.345 -0.400 1.896
C 42.478906 -6.886959 -7.266692 0.644 0.958 -0.193 -1.342
C 42.318648 -6.657162 -8.762849 0.427 -0.418 0.183 -0.772
C 41.282709 -7.620622 -9.347526 0.671 1.138 -0.438 -1.357
C 39.917587 -7.557656 -8.639072 1.278 -0.242 -1.279 1.619
N 40.214783 -7.681798 -7.249191 0.025 -1.298 0.676 0.082
O 39.140443 -8.035246 -6.467141 -3.162 0.806 1.552 -0.530
C 39.152488 -8.773672 -9.132995 -1.586 -0.386 0.909 -1.483
C 39.213869 -6.277001 -9.084329 -0.420 -0.125 -0.915 -0.508
C 40.690771 -5.405417 -6.388892 -0.541 0.635 0.178 -1.481
H 40.686291 -7.229851 -4.397171 0.020 0.194 -0.019 0.282
H 42.427938 -7.236022 -4.850980 -0.171 0.387 0.232 0.489
H 41.408010 -8.564105 -5.275338 -0.144 0.074 -0.033 0.428
H 43.068666 -7.777143 -7.042941 -0.329 -0.291 -0.142 0.442
H 43.065828 -6.050989 -6.858422 0.053 -0.164 0.025 0.442
H 43.280458 -6.833515 -9.258060 -0.068 -0.007 0.030 0.375
H 42.108287 -5.600576 -8.960407 -0.312 -0.123 -0.016 0.312
H 41.710024 -8.622614 -9.313601 -0.245 -0.131 0.060 0.418
H 41.187643 -7.310851 -10.398101 -0.341 -0.436 0.036 0.395
H 39.084642 -8.869797 -10.215635 0.354 0.250 -0.082 0.450
H 38.119027 -8.694691 -8.768145 0.064 -0.014 -0.169 0.168
H 39.482592 -9.716060 -8.693120 0.453 0.165 -0.080 0.469
H 39.937118 -5.472336 -9.230541 -0.225 0.246 0.406 0.562
H 38.374549 -6.030066 -8.446164 0.138 0.203 0.416 -0.895
H 38.760441 -6.435669 -10.073615 0.152 -0.076 0.073 0.380
H 40.942011 -4.969700 -5.417845 0.206 -0.024 -0.090 0.488
H 39.604966 -5.329260 -6.476538 -0.009 -0.183 0.148 0.049
H 41.098034 -4.754255 -7.168847 0.081 -0.084 0.064 0.231
F 37.674080 -9.956242 -4.784281 -1.143 2.459 0.045 -0.667
F 36.149863 -9.124638 -7.127693 0.035 0.965 1.162 -0.773
C 35.676586 -8.064882 -10.606127 0.467 -0.487 -0.968 -0.357
C 34.244295 -8.177710 -11.073727 -0.554 -1.328 0.912 -0.565
O 33.509706 -7.003066 -10.836367 -0.189 0.399 -0.295 -0.575
O 35.712522 -7.633702 -9.268309 -0.136 0.265 0.975 -0.475
H 36.266986 -7.373821 -11.211835 -0.129 0.199 0.108 0.361
H 36.164224 -9.044046 -10.687114 -0.069 0.051 -0.063 0.322
H 33.813409 -9.019473 -10.495574 0.044 0.306 0.027 0.198
H 34.093913 -8.521463 -12.094756 0.429 0.534 -0.318 0.425
H 33.439169 -6.908435 -9.882481 0.060 0.034 0.002 0.319
H 35.686135 -8.388429 -8.642532 0.155 0.295 -0.277 -0.117
C 36.683641 -4.005124 -7.847530 0.617 0.276 -0.762 -0.525
C 35.821808 -4.868940 -7.031998 -1.728 -0.686 0.126 -0.489
O 36.184246 -6.265527 -7.023451 0.404 0.112 0.410 -0.049
O 37.904168 -3.810908 -7.185740 0.461 0.153 0.122 -0.598
H 36.183069 -3.047186 -8.018512 -0.105 0.012 0.050 0.479
H 36.811598 -4.481757 -8.827092 0.089 0.100 -0.025 0.328
H 34.813404 -4.815243 -7.463196 -0.005 0.042 0.172 0.307
H 35.753492 -4.505531 -6.007377 0.191 -0.159 0.110 0.382
H 36.151603 -6.602493 -7.960478 -0.081 -0.070 0.313 0.335
H 38.634174 -3.874316 -7.809963 -0.004 -0.018 0.058 0.310
C 33.823417 -11.435033 -7.583040 1.037 0.626 -0.534 -0.699
C 34.718986 -12.474166 -6.965838 0.057 -0.743 0.850 -0.202
O 35.968982 -11.944099 -6.559351 -0.450 -0.155 -0.321 -0.479
O 34.491039 -10.750464 -8.673443 -0.632 -0.374 0.158 -0.472
H 33.607557 -10.675972 -6.818074 -0.469 -0.205 -0.056 0.280
H 32.939072 -11.915618 -7.991874 -0.227 0.252 0.080 0.376
H 34.851430 -13.346915 -7.615124 0.306 0.332 -0.282 0.299
H 34.226646 -12.899793 -6.071388 -0.171 0.231 -0.161 0.279
H 35.886942 -10.983588 -6.607423 0.574 0.008 0.181 0.195
H 35.157798 -10.177475 -8.273133 0.034 -0.284 0.096 0.486
```
Positions in Å, forces in eV/Å.

E_LUMO	-0.06742	Eh
largest force on an atom	0.119	Eh/bohr